[1]
The following is a DFT calculation (ωB97M-V/def2-TZVPD) of 2 unconnected molecules or ions with the total composition C18H37BrO6Si.

E_LUMO = 0.6 eV
relative energy (zero: lowest compared OMol25 entry of this formula, charge and spin) = 0.000 eV
structure (SMILES) = CC(=O)OCCCCCCCC[SiH2]CC(=O)Br.COCCOCCOC
multiplicity = 1

Last column: natural (NBO) charge in e.
CARTESIAN COORDINATES (ANGSTROEM)
C  5.919  0.379  0.486  -0.740
C  5.139  0.708  -0.763  0.814
O  5.359  0.233  -1.832  -0.535
O  4.098  1.583  -0.565  -0.559
C  4.474  2.963  -0.719  -0.062
C  3.289  3.840  -0.338  -0.421
C  2.521  4.417  -1.532  -0.402
C  1.647  5.637  -1.178  -0.394
C  0.159  5.411  -1.440  -0.391
C  -0.506  4.523  -0.382  -0.398
C  -1.588  3.614  -0.955  -0.388
C  -2.451  2.945  0.136  -0.872
Si  -1.917  1.183  0.489  1.155
C  -2.918  -0.093  -0.505  -0.978
C  -2.477  -0.227  -1.917  0.576
O  -1.725  -1.008  -2.378  -0.507
Br  -3.291  1.129  -3.104  -0.109
H  5.663  -0.640  0.779  0.248
H  5.679  1.050  1.306  0.224
H  6.984  0.402  0.264  0.240
H  4.765  3.123  -1.761  0.182
H  5.342  3.174  -0.084  0.169
H  2.619  3.220  0.263  0.223
H  3.632  4.651  0.308  0.202
H  1.881  3.632  -1.945  0.206
H  3.232  4.684  -2.318  0.202
H  1.793  5.896  -0.124  0.194
H  1.979  6.504  -1.753  0.207
H  -0.356  6.373  -1.483  0.204
H  0.037  4.946  -2.425  0.197
H  -0.955  5.155  0.391  0.197
H  0.262  3.923  0.122  0.193
H  -1.107  2.859  -1.585  0.201
H  -2.224  4.200  -1.623  0.207
H  -3.494  2.905  -0.191  0.245
H  -2.425  3.536  1.055  0.237
H  -0.499  1.029  0.086  -0.172
H  -2.084  0.794  1.906  -0.168
H  -3.977  0.166  -0.478  0.267
H  -2.746  -1.066  -0.031  0.299
C  1.026  -4.876  2.684  -0.246
O  -0.353  -5.028  2.441  -0.545
C  -1.142  -4.002  3.008  -0.090
C  -2.379  -3.737  2.182  -0.085
O  -2.131  -3.043  0.971  -0.557
C  -1.557  -3.762  -0.114  -0.098
C  -2.504  -4.721  -0.795  -0.092
O  -2.701  -5.889  -0.021  -0.546
C  -3.938  -6.515  -0.267  -0.246
H  1.267  -5.000  3.746  0.165
H  1.542  -5.646  2.114  0.195
H  1.382  -3.892  2.355  0.165
H  -0.563  -3.075  3.094  0.171
H  -1.461  -4.299  4.018  0.171
H  -3.012  -3.063  2.766  0.184
H  -2.935  -4.661  2.009  0.195
H  -0.641  -4.274  0.187  0.195
H  -1.296  -2.996  -0.848  0.205
H  -2.075  -4.991  -1.770  0.176
H  -3.462  -4.215  -0.974  0.169
H  -4.772  -5.817  -0.128  0.162
H  -4.037  -7.331  0.446  0.193
H  -3.991  -6.924  -1.283  0.166

Forces on the atoms, in the same order (eV/Å):
-0.1 0.0 0.0
0.0 0.2 0.3
0.1 -0.1 -0.3
0.0 0.0 0.0
0.0 -0.1 0.0
0.0 0.0 0.0
-0.1 -0.1 0.1
0.0 0.0 -0.1
0.0 -0.1 0.1
0.0 0.0 0.0
0.0 0.1 0.1
0.0 -0.2 -0.2
0.1 0.1 -0.1
0.0 -0.2 -0.2
-0.1 0.0 0.3
0.1 -0.1 -0.1
-0.1 0.1 -0.1
0.0 0.0 0.0
0.0 0.0 0.0
0.0 0.0 0.0
0.0 0.0 0.0
0.0 0.0 0.0
0.0 0.1 0.1
0.0 0.0 -0.1
0.1 0.0 -0.1
0.0 0.0 0.0
-0.1 0.0 0.0
0.0 0.0 0.0
0.0 0.0 0.0
0.0 0.1 0.0
0.1 0.0 0.0
-0.1 -0.1 0.0
0.0 0.1 -0.1
0.0 0.0 0.0
0.0 0.0 0.1
0.0 0.0 0.0
0.0 -0.1 0.1
0.0 0.0 0.0
0.0 0.0 0.1
-0.1 0.1 0.1
0.0 -0.1 0.1
0.0 0.1 -0.2
0.0 0.0 0.1
-0.1 0.0 0.1
0.0 0.1 0.0
0.1 0.0 -0.1
0.0 -0.1 -0.1
-0.1 0.1 0.2
0.0 -0.1 -0.1
0.0 0.0 0.0
0.0 0.0 0.0
0.0 0.0 0.0
0.0 0.0 0.0
0.0 0.1 0.0
0.0 0.0 0.0
0.1 0.0 0.0
-0.1 -0.1 0.1
0.0 0.0 0.0
-0.1 0.0 0.0
0.0 0.0 0.0
0.0 0.0 0.0
0.0 0.0 0.0
0.0 0.0 0.0


[2]
The following is a DFT calculation (ωB97M-V/def2-TZVPD) of a molecular structure, C18H37CeOP3S in a non-equilibrium geometry.

E_LUMO (spin up / spin down) = -11.3 / -11.3 eV
relative energy (zero: lowest compared OMol25 entry of this formula, charge and spin) = 1.505 eV
charge = +3
multiplicity = 2

Last column: Löwdin spin population.
CARTESIAN COORDINATES (ANGSTROEM)
Ce  -1.049  0.135  -0.570  1.019
P  -1.382  -2.491  1.140  -0.001
P  -0.930  0.707  2.620  -0.003
P  2.316  -0.050  0.659  -0.001
H  0.010  2.181  -6.322  0.000
C  0.874  1.530  -6.207  0.000
C  0.709  0.237  -5.851  0.000
H  -0.308  -0.172  -5.778  0.000
C  -2.982  -3.411  0.963  -0.001
C  -1.010  -2.907  2.904  0.000
C  -0.233  -3.620  0.267  0.001
C  -0.731  2.527  2.537  0.000
C  -2.465  0.648  3.628  0.000
C  0.244  0.323  4.005  -0.001
C  3.664  -0.435  -0.480  0.000
C  2.539  -1.346  1.931  0.000
C  2.812  1.456  1.527  0.000
H  1.839  1.948  -6.539  0.000
H  1.573  -0.438  -5.821  0.000
H  -3.299  -3.346  -0.090  0.000
H  -3.747  -2.921  1.584  0.000
H  -2.912  -4.476  1.255  0.000
H  -1.639  -2.305  3.576  0.000
H  0.044  -2.702  3.127  0.000
H  -1.186  -3.968  3.141  0.000
H  -0.296  -3.449  -0.814  0.000
H  -0.478  -4.671  0.447  0.000
H  0.797  -3.439  0.594  0.000
H  -0.570  2.942  3.537  0.000
H  -1.658  2.964  2.143  0.000
H  0.138  2.786  1.919  0.000
H  -2.220  0.934  4.661  0.000
H  -2.864  -0.376  3.657  0.000
H  -3.195  1.365  3.227  0.000
H  -0.004  0.909  4.901  0.000
H  1.280  0.568  3.736  0.000
H  0.122  -0.732  4.295  0.000
H  4.583  -0.116  0.009  0.000
H  3.551  0.080  -1.442  0.000
H  3.661  -1.519  -0.635  0.000
H  3.623  -1.353  2.136  0.000
H  2.248  -2.343  1.571  0.000
H  2.011  -1.119  2.871  0.000
H  3.910  1.423  1.552  0.000
H  2.434  1.473  2.559  0.000
H  2.480  2.360  1.004  0.000
C  0.041  0.835  -3.002  -0.003
C  0.812  2.015  -3.129  -0.001
C  0.205  3.228  -3.406  0.000
C  -1.185  3.290  -3.650  -0.002
C  -1.980  2.156  -3.522  0.000
C  -1.384  0.908  -3.250  -0.001
S  0.850  -0.617  -2.571  -0.009
H  1.413  -0.019  -0.585  -0.001
H  1.890  1.926  -3.141  0.000
H  0.824  4.122  -3.480  0.000
H  -1.657  4.248  -3.928  0.000
H  -3.070  2.173  -3.674  0.000
H  -1.934  -0.032  -3.395  0.000
O  -4.034  -0.181  1.115  0.004
C  -3.096  0.160  0.484  0.001

Forces on the atoms, in the same order (eV/Å):
4.6 0.2 -2.0
-0.5 -1.9 0.3
-0.1 1.1 1.2
1.7 -0.3 -0.1
0.1 -0.1 0.0
0.0 -1.1 -0.2
0.3 1.1 -1.0
0.6 0.1 0.3
-0.2 0.5 -0.3
0.2 0.6 0.2
0.1 0.1 -0.3
0.1 0.0 -0.2
-0.2 -0.3 -0.1
0.2 -0.5 -0.2
0.0 0.1 -0.1
-0.7 -0.4 0.1
-0.4 0.5 0.0
-0.4 -0.3 0.5
-0.5 0.1 0.0
-0.1 -0.2 0.3
0.2 -0.2 -0.2
0.2 0.6 -0.1
0.2 -0.2 -0.1
-0.2 0.0 0.0
-0.1 0.3 -0.4
0.1 -0.1 0.1
0.0 0.2 0.1
-0.2 -0.1 -0.2
-0.1 -0.1 -0.1
0.3 0.1 -0.1
-0.3 0.2 0.0
-0.1 0.0 -0.4
-0.2 0.4 0.0
0.0 -0.4 0.2
-0.2 0.1 -0.5
-0.4 -0.3 0.2
0.3 0.3 -0.2
0.2 -0.2 -0.1
0.1 -0.2 0.3
0.1 0.2 -0.1
-0.3 0.1 -0.2
0.2 0.4 0.1
0.2 -0.1 -0.6
-0.3 0.1 0.0
0.1 0.0 -0.5
0.2 -0.1 0.1
-1.1 1.4 -0.6
-0.6 -0.2 0.2
-0.6 0.1 -0.3
0.0 0.7 0.4
-0.2 -0.6 -0.1
1.3 0.1 0.5
-0.5 -1.0 1.2
-0.4 -0.3 0.5
0.0 0.1 0.4
-0.2 -0.2 -0.1
0.4 -0.6 0.2
0.6 0.2 -0.1
0.0 0.2 0.2
5.2 2.3 -3.7
-9.3 -2.7 5.8


[3]
The following is a DFT calculation (ωB97M-V/def2-TZVPD) of a molecular structure, C18H37HfN2O3P3 in a non-equilibrium geometry.

E_LUMO (spin up / spin down) = -15.4 / -15.4 eV
charge = +4
multiplicity = 1

Last column: natural (NBO) charge in e.
CARTESIAN COORDINATES (ANGSTROEM)
P  3.522  -0.373  0.121  1.084
C  3.992  -0.413  1.875  -0.954
H  5.081  -0.305  1.967  0.304
H  3.679  -1.354  2.345  0.263
H  3.504  0.418  2.398  0.256
C  4.050  -2.026  -0.442  -0.951
H  3.898  -2.130  -1.523  0.242
H  3.438  -2.786  0.063  0.251
H  5.109  -2.185  -0.200  0.302
C  4.745  0.745  -0.622  -0.956
H  5.756  0.396  -0.378  0.299
H  4.594  1.762  -0.236  0.270
H  4.609  0.769  -1.711  0.252
P  -1.063  3.567  -0.122  1.018
C  -1.160  4.310  1.539  -0.949
H  -1.426  5.372  1.453  0.297
H  -0.192  4.207  2.046  0.256
H  -1.918  3.775  2.124  0.261
C  -0.011  4.753  -1.018  -0.949
H  -0.027  4.516  -2.089  0.250
H  1.020  4.660  -0.655  0.251
H  -0.381  5.771  -0.849  0.294
C  -2.716  3.919  -0.799  -0.950
H  -2.872  5.004  -0.826  0.295
H  -3.485  3.441  -0.179  0.264
H  -2.783  3.506  -1.813  0.243
P  -2.838  -2.286  0.278  1.040
C  -3.545  -2.348  1.947  -0.950
H  -4.407  -3.027  1.954  0.295
H  -3.864  -1.337  2.230  0.263
H  -2.789  -2.685  2.669  0.253
C  -4.284  -2.423  -0.814  -0.956
H  -4.905  -3.260  -0.473  0.292
H  -3.960  -2.579  -1.852  0.252
H  -4.852  -1.483  -0.770  0.270
C  -2.066  -3.940  0.159  -0.943
H  -2.855  -4.703  0.127  0.293
H  -1.403  -4.118  1.018  0.244
H  -1.460  -3.993  -0.754  0.222
Hf  0.242  -0.106  -0.849  1.303
C  1.264  1.606  0.335  0.492
O  1.831  2.351  1.039  -0.368
C  -1.671  0.685  0.283  0.486
O  -2.544  0.904  1.028  -0.398
C  -1.244  -0.293  -2.467  -0.231
C  -0.590  -1.535  -2.280  -0.248
C  0.826  -1.606  -2.294  -0.334
C  1.579  -0.424  -2.548  -0.232
C  0.918  0.804  -2.779  -0.301
C  -0.489  0.865  -2.755  -0.235
H  -2.331  -0.238  -2.382  0.314
H  -1.187  -2.439  -2.148  0.324
H  1.329  -2.562  -2.136  0.331
H  2.667  -0.463  -2.600  0.321
H  1.500  1.716  -2.932  0.326
H  -0.996  1.817  -2.930  0.322
N  0.617  -2.669  2.644  -0.750
C  0.408  -1.482  2.059  0.819
N  0.147  -0.412  2.817  -0.765
O  0.457  -1.421  0.766  -0.760
H  0.616  -2.766  3.658  0.451
H  0.846  -3.459  2.053  0.445
H  -0.037  0.499  2.400  0.417
H  0.106  -0.508  3.830  0.456

Forces on the atoms, in the same order (eV/Å):
0.7 -0.6 -0.4
-0.8 0.2 0.4
-0.2 0.0 -0.1
0.1 0.2 -0.1
0.3 -0.1 0.1
-0.7 -0.1 -0.2
0.3 -0.1 0.1
0.3 0.1 -0.1
-0.2 0.1 -0.1
-0.6 0.4 -0.3
-0.2 0.0 -0.1
0.2 -0.2 -0.1
0.2 0.0 0.2
-0.4 1.2 -0.3
0.3 -0.9 0.4
0.0 -0.2 -0.1
-0.2 0.2 0.0
0.1 0.3 0.0
0.4 -0.7 -0.2
0.0 0.2 0.1
-0.1 0.3 -0.1
0.1 -0.2 0.0
0.0 -0.8 -0.2
0.0 -0.2 0.0
0.1 0.2 -0.1
-0.2 0.3 0.1
0.1 -1.0 -0.1
0.3 0.8 0.3
0.2 0.1 0.0
-0.2 -0.3 0.1
-0.2 0.0 -0.2
0.2 0.7 -0.3
0.1 0.1 -0.1
-0.2 -0.1 0.2
0.0 -0.4 0.0
0.4 0.3 -0.2
0.2 0.1 0.0
-0.3 0.0 -0.2
-0.2 -0.3 0.2
0.3 2.0 12.9
3.0 3.7 3.3
-2.6 -3.2 -3.1
-3.7 0.5 3.2
3.4 -0.5 -3.0
-1.2 0.1 -1.9
-0.6 -1.9 -2.3
0.0 -1.4 -2.1
1.5 -0.3 -2.4
0.9 0.5 -1.4
-1.0 0.7 -1.7
0.3 -0.1 -0.2
0.2 0.3 0.0
-0.1 0.2 0.0
-0.3 -0.1 -0.1
-0.1 -0.3 -0.1
0.2 -0.3 0.0
-0.1 0.9 -0.3
0.1 -1.0 0.3
0.0 0.0 -0.3
0.0 0.8 0.6
0.1 -0.2 -0.4
0.0 0.0 0.3
0.1 -0.6 0.5
0.0 0.3 -0.3


[4]
The following is a DFT calculation (ωB97M-V/def2-TZVPD) of a molecular structure, C18H37IrOP3S in a non-equilibrium geometry.

E_LUMO (spin up / spin down) = -10.9 / -16.2 eV
relative energy (zero: lowest compared OMol25 entry of this formula, charge and spin) = 0.000 eV
charge = +4
multiplicity = 6

Last column: Löwdin spin population.
CARTESIAN COORDINATES (ANGSTROEM)
Ir  1.411  -0.802  1.005  1.848
P  2.822  0.843  1.723  0.304
P  -0.574  -0.464  2.033  0.261
P  -1.908  2.782  -2.128  0.000
H  1.075  -1.108  -2.812  0.009
C  0.692  -0.437  -2.024  0.096
C  1.734  -0.421  -0.905  0.384
H  2.561  -1.108  -1.175  0.051
C  4.161  -0.125  2.492  0.106
C  2.132  1.989  2.964  0.047
C  3.698  2.002  0.600  0.044
C  -1.973  -1.456  1.397  0.058
C  -0.331  -1.065  3.741  0.078
C  -1.284  1.209  2.166  0.043
C  -1.946  3.804  -3.608  0.000
C  -1.000  3.705  -0.866  0.000
C  -3.566  2.478  -1.506  0.000
H  0.670  0.572  -2.475  0.006
H  2.175  0.582  -0.897  0.044
H  4.754  -0.603  1.705  0.001
H  3.712  -0.894  3.131  0.007
H  4.815  0.523  3.087  0.023
H  1.496  1.452  3.681  0.001
H  1.541  2.768  2.462  0.000
H  2.953  2.473  3.515  0.010
H  4.151  1.467  -0.240  0.000
H  4.498  2.527  1.142  0.008
H  3.017  2.766  0.208  0.000
H  -2.758  -1.527  2.164  0.009
H  -1.632  -2.466  1.137  0.003
H  -2.382  -0.992  0.488  0.003
H  -1.232  -0.883  4.340  0.015
H  0.522  -0.556  4.204  0.003
H  -0.127  -2.142  3.716  0.001
H  -2.118  1.207  2.880  0.009
H  -1.667  1.523  1.188  0.000
H  -0.536  1.932  2.512  0.001
H  -2.784  4.508  -3.573  0.000
H  -2.045  3.142  -4.479  0.000
H  -1.002  4.355  -3.696  0.000
H  -1.095  4.787  -1.035  0.000
H  0.074  3.461  -0.907  0.000
H  -1.367  3.493  0.147  0.000
H  -4.263  3.239  -1.865  0.000
H  -3.565  2.465  -0.410  0.000
H  -3.881  1.493  -1.873  0.000
C  -0.930  -2.608  -1.964  0.181
C  -2.144  -3.317  -2.015  0.111
C  -2.144  -4.712  -2.077  0.016
C  -0.938  -5.416  -2.098  0.232
C  0.265  -4.728  -1.944  0.085
C  0.269  -3.330  -1.861  0.056
S  -1.075  -0.847  -2.025  0.293
H  -1.426  1.467  -2.435  0.002
H  -3.076  -2.740  -2.008  0.002
H  -3.100  -5.254  -2.086  -0.002
H  -0.944  -6.509  -2.165  0.008
H  1.203  -5.278  -1.859  0.001
H  1.224  -2.823  -1.726  0.002
O  1.588  -3.778  1.554  0.214
C  1.598  -2.625  1.354  0.324

Forces on the atoms, in the same order (eV/Å):
0.3 0.9 -0.2
2.3 2.8 1.8
-3.0 0.3 1.7
-0.9 1.0 -0.1
-0.1 0.5 0.1
0.4 0.6 -1.8
0.1 0.4 -2.4
-0.3 0.1 0.1
-0.3 -0.6 -0.1
-0.3 -0.3 0.1
-0.4 -0.3 -0.6
0.2 -0.1 -0.3
0.3 -0.1 0.0
0.3 0.2 -0.1
0.4 -0.6 -0.4
0.8 -0.4 0.4
-0.1 -0.5 0.0
0.1 -0.4 0.1
-0.1 0.0 -0.1
-0.1 0.0 0.1
0.3 0.1 0.1
-0.2 0.1 0.0
0.2 0.2 -0.1
0.2 -0.2 0.1
-0.1 -0.2 -0.2
0.0 0.1 0.1
-0.2 -0.3 0.2
0.0 -0.2 0.1
0.3 0.1 -0.1
-0.1 0.1 0.1
0.1 -0.1 0.4
0.1 0.0 -0.2
-0.2 -0.1 0.0
-0.1 0.2 0.1
0.2 -0.2 -0.1
0.1 -0.1 0.2
-0.2 -0.1 -0.1
0.1 -0.1 0.1
-0.1 0.3 0.1
-0.2 -0.1 0.0
-0.1 -0.3 -0.2
-0.3 0.2 0.0
0.0 0.0 -0.3
0.1 -0.1 0.1
-0.1 0.0 -0.2
-0.2 0.3 0.1
-0.2 1.3 0.1
-1.2 -1.3 -0.2
-1.2 1.1 0.1
-0.7 -0.8 0.1
1.1 1.8 0.3
1.1 -1.3 0.0
1.0 -2.4 0.9
0.2 1.1 0.3
0.2 -0.5 -0.1
0.5 0.3 -0.1
0.0 0.4 -0.1
-0.2 0.2 -0.1
-0.3 -0.3 -0.2
0.0 4.1 -0.8
0.3 -6.9 1.6


E_tot: -109469.66415 -72915.16242 -57519.57644 -62808.95109 (eV)